one:
Molecular formula: C22H25N3O5S2
Method: DFT, wB97M-V/def2-TZVPD

**Molecular weight**: 475.59 g mol⁻¹
**HOMO**: -7.8 eV
**Structure (SMILES)**: COc1ccc(-c2sc(NC(=O)C(C)(C)C)nc2C)cc1S(=O)(=O)Nc1ccc(O)cc1
**Gap between HOMO and LUMO**: 8.3 eV

```
! wB97M-V def2-TZVPD RIJCOSX def2/J DEFGRID3
* xyz 0 1
C -5.254 -2.662 1.725
O -4.491 -2.185 0.638
C -3.209 -1.808 0.864
C -2.599 -1.711 2.112
C -1.289 -1.281 2.219
C -0.541 -0.922 1.097
C 0.827 -0.453 1.190
S 1.940 -0.729 -0.136
C 3.138 0.111 0.796
N 4.407 0.296 0.313
C 4.774 -0.156 -0.925
O 3.980 -0.758 -1.615
C 6.213 0.147 -1.329
C 6.425 -0.359 -2.757
C 7.162 -0.588 -0.375
C 6.460 1.659 -1.276
N 2.755 0.551 1.949
C 1.454 0.245 2.194
C 0.865 0.740 3.472
C -1.151 -1.052 -0.155
C -2.449 -1.485 -0.259
S -3.175 -1.706 -1.882
O -3.588 -3.065 -2.056
O -2.288 -1.137 -2.849
N -4.597 -0.823 -1.847
C -4.657 0.487 -1.380
C -3.545 1.321 -1.475
C -3.615 2.628 -1.039
C -4.798 3.133 -0.508
O -4.825 4.434 -0.096
C -5.908 2.304 -0.415
C -5.836 0.990 -0.840
H -4.769 -3.515 2.209
H -6.203 -2.983 1.300
H -5.434 -1.873 2.463
H -3.136 -1.976 3.009
H -0.834 -1.252 3.195
H 5.041 0.805 0.909
H 7.451 -0.184 -3.071
H 5.754 0.153 -3.442
H 6.215 -1.423 -2.815
H 8.191 -0.423 -0.685
H 6.965 -1.657 -0.395
H 7.056 -0.239 0.650
H 5.723 2.185 -1.879
H 6.414 2.045 -0.260
H 7.447 1.879 -1.674
H 1.435 1.604 3.804
H 0.930 -0.023 4.248
H -0.177 1.018 3.335
H -0.619 -0.818 -1.064
H -5.382 -1.408 -1.608
H -2.639 0.939 -1.913
H -2.760 3.281 -1.112
H -5.710 4.658 0.214
H -6.836 2.687 -0.009
H -6.705 0.353 -0.766
*
```



two:
Molecular formula: C22H25N3O5S2
Method: DFT, wB97M-V/def2-TZVPD

**Molecular weight**: 475.59 g mol⁻¹
**HOMO**: -8.0 eV
**Structure (SMILES)**: COc1cccc(NC(=O)C2CCN(S(=O)(=O)c3ccc4c(c3)NC(=O)[C@@H](C)S4)CC2)c1
**Gap between HOMO and LUMO**: 8.0 eV

```
! wB97M-V def2-TZVPD RIJCOSX def2/J DEFGRID3
* xyz 0 1
C -7.552 -1.468 -0.974
O -7.037 -2.269 0.064
C -5.782 -2.008 0.521
C -5.326 -2.829 1.554
C -4.065 -2.637 2.080
C -3.243 -1.636 1.594
C -3.696 -0.816 0.565
N -2.827 0.181 0.110
C -3.009 1.099 -0.871
O -4.002 1.212 -1.557
C -1.797 2.025 -1.040
C -1.600 2.839 0.250
C -0.245 3.539 0.270
N 0.826 2.582 0.059
S 1.013 1.512 1.343
O 0.115 0.381 1.280
O 0.991 2.292 2.541
C 2.674 0.929 1.038
C 3.711 1.844 1.064
C 5.000 1.402 0.833
C 5.249 0.055 0.587
C 4.196 -0.870 0.584
C 2.900 -0.411 0.804
N 4.421 -2.231 0.423
C 5.534 -2.849 -0.063
O 5.653 -4.050 -0.030
C 6.557 -1.939 -0.715
C 6.088 -1.514 -2.102
S 6.900 -0.486 0.337
C 0.742 1.954 -1.242
C -0.569 1.193 -1.448
C -4.965 -1.000 0.026
H -8.552 -1.851 -1.171
H -7.617 -0.417 -0.676
H -6.946 -1.549 -1.882
H -5.977 -3.605 1.923
H -3.717 -3.274 2.880
H -2.256 -1.481 2.005
H -1.939 0.194 0.603
H -2.035 2.720 -1.852
H -1.645 2.193 1.128
H -2.403 3.574 0.332
H -0.173 4.299 -0.513
H -0.069 4.003 1.241
H 3.494 2.879 1.268
H 5.832 2.087 0.848
H 2.064 -1.094 0.814
H 3.682 -2.851 0.732
H 7.504 -2.479 -0.783
H 5.926 -2.395 -2.719
H 5.157 -0.952 -2.041
H 6.842 -0.888 -2.573
H 0.852 2.747 -1.989
H 1.592 1.274 -1.334
H -0.520 0.278 -0.860
H -0.663 0.911 -2.498
H -5.286 -0.350 -0.769
*
```



It is one that is the least stable of them.



one:
Molecular formula: C4H10N4O
Method: DFT, wB97M-V/def2-TZVPD

**Molecular weight**: 130.15 g mol⁻¹
**HOMO (alpha / beta)**: -7.4 / -7.4 eV
**Gap between HOMO and LUMO (alpha / beta)**: 8.2 / 8.2 eV

```
! wB97M-V def2-TZVPD RIJCOSX def2/J DEFGRID3
* xyz 0 1
C 0.960 0.593 0.422
C -0.379 1.042 -0.247
C 2.738 -1.056 0.236
C -2.707 0.728 -0.193
N 0.521 -1.335 -0.866
N 1.360 -0.705 -0.278
N -1.460 0.247 0.292
N -1.141 -1.124 0.200
O -2.080 -1.854 0.034
H 1.844 1.183 0.243
H 0.916 0.140 1.471
H -0.385 2.132 0.065
H -0.181 0.985 -1.281
H 2.649 -1.122 1.246
H 2.995 -2.080 -0.216
H 3.329 -0.354 -0.224
H -3.174 1.156 0.576
H -2.406 1.422 -0.887
H -3.399 0.001 -0.592
*
```



two:
Molecular formula: C4H10N4O
Method: DFT, wB97M-V/def2-TZVPD

**Molecular weight**: 130.15 g mol⁻¹
**HOMO**: -8.0 eV
**Gap between HOMO and LUMO**: 8.9 eV

```
! wB97M-V def2-TZVPD RIJCOSX def2/J DEFGRID3
* xyz 0 1
C -0.669 -1.539 0.274
C -0.848 0.441 1.686
N -0.304 -0.136 0.460
C 1.714 0.349 0.533
C -0.097 0.763 -0.672
N -0.447 2.097 -0.453
O 0.601 -0.883 -2.120
N 0.154 0.454 -1.897
N 2.385 -0.641 0.412
H 0.817 -0.855 -3.060
H -1.405 2.297 -0.706
H 0.219 2.733 -0.868
H 3.066 -0.992 -0.238
H 0.209 -2.179 0.363
H -1.393 -1.913 1.002
H -1.073 -1.714 -0.719
H -0.482 1.455 1.807
H -0.507 -0.183 2.517
H -1.938 0.448 1.677
*
```



three:
Molecular formula: C4H10N4O
Method: DFT, wB97M-V/def2-TZVPD

**Molecular weight**: 130.15 g mol⁻¹
**HOMO (alpha / beta)**: -7.3 / -7.1 eV
**Gap between HOMO and LUMO (alpha / beta)**: 6.3 / 5.9 eV

```
! wB97M-V def2-TZVPD RIJCOSX def2/J DEFGRID3
* xyz 0 1
C -0.929 1.149 -2.104
C 0.451 -0.100 2.093
N -0.437 1.077 -0.755
N -0.224 -1.191 -0.057
C 0.791 1.077 -0.423
C 0.916 -0.578 0.717
N -1.316 -1.863 0.466
N 1.868 1.698 -0.490
O 2.022 -1.111 0.577
H 0.092 -1.578 -0.942
H -1.657 -1.546 1.366
H -2.076 -1.841 -0.210
H 2.669 1.161 -0.168
H -1.904 0.664 -2.166
H -1.069 2.212 -2.337
H -0.250 0.726 -2.850
H -0.412 0.561 2.011
H 0.194 -0.960 2.712
H 1.270 0.443 2.559
*
```



four:
Molecular formula: C4H10N4O
Method: DFT, wB97M-V/def2-TZVPD

**Molecular weight**: 130.15 g mol⁻¹
**HOMO**: -9.3 eV
**Structure (SMILES)**: [H]/N=C(/C)N(O)/C(=N/[H])NC
**Gap between HOMO and LUMO**: 9.9 eV

```
! wB97M-V def2-TZVPD RIJCOSX def2/J DEFGRID3
* xyz 0 1
H 2.202 -1.881 -0.222
N 2.544 -0.949 0.052
C 1.601 -0.095 0.193
C 1.882 1.316 0.736
N 0.216 -0.397 -0.044
O 0.024 -1.657 -0.608
C -0.761 0.585 -0.404
N -0.377 1.675 -0.879
H -1.165 2.252 -0.969
N -2.090 0.269 -0.101
C -2.525 -0.634 0.888
H 2.803 1.198 1.331
H 1.841 2.081 -0.047
H 1.122 1.516 1.443
H 0.370 -1.568 -1.597
H -2.657 1.084 -0.290
H -2.351 -0.212 1.924
H -1.975 -1.620 0.775
H -3.624 -0.811 0.857
*
```



It is one that is the least stable of them.



one:
Molecular formula: C6H11N
Method: DFT, wB97M-V/def2-TZVPD

**Molecular weight**: 97.16 g mol⁻¹
**HOMO (alpha / beta)**: -13.7 / -13.6 eV
**Expectation value of S²**: 0.77
**Gap between HOMO and LUMO (alpha / beta)**: 10.1 / 6.1 eV

```
! wB97M-V def2-TZVPD RIJCOSX def2/J DEFGRID3
* xyz 1 2
C 0.622 -1.898 1.946
N -0.147 -1.620 0.735
C 0.097 -0.709 -0.281
C 0.582 -1.181 -1.452
C -0.585 3.043 -0.688
C -0.697 1.560 -0.657
C 0.070 0.736 0.044
H 0.070 -1.553 2.818
H 0.898 -2.947 1.946
H 1.528 -1.296 1.872
H -0.766 -2.392 0.480
H 0.959 -0.507 -2.205
H 0.675 -2.243 -1.629
H -0.418 3.359 -1.722
H 0.302 3.375 -0.146
H -1.441 3.594 -0.296
H -1.522 1.154 -1.226
H 0.619 1.030 0.931
*
```



two:
Molecular formula: C6H11N
Method: DFT, wB97M-V/def2-TZVPD

**Molecular weight**: 97.16 g mol⁻¹
**HOMO (alpha / beta)**: -12.0 / -12.2 eV
**Expectation value of S²**: 0.79
**Gap between HOMO and LUMO (alpha / beta)**: 5.1 / 5.3 eV

```
! wB97M-V def2-TZVPD RIJCOSX def2/J DEFGRID3
* xyz 1 2
C -3.316 1.164 -1.496
C -2.146 1.841 -1.679
N -0.992 1.239 -1.969
C 3.070 -2.179 1.809
C 0.208 -0.081 0.628
C 1.002 -0.935 1.504
C 2.370 -1.124 1.324
H -3.409 0.118 -1.755
H -4.154 1.570 -0.946
H -2.183 2.904 -1.581
H -0.468 1.682 -2.723
H 2.722 -2.959 2.475
H 4.124 -2.204 1.557
H -0.796 -0.511 0.649
H 0.457 -0.134 -0.438
H 0.190 0.985 0.863
H 0.467 -1.436 2.307
H 2.930 -0.432 0.710
*
```



It is two that is the least stable of them.



one:
Molecular formula: Br2H3N2P
Method: DFT, wB97M-V/def2-TZVPD

**Molecular weight**: 221.82 g mol⁻¹
**HOMO (alpha / beta)**: -7.8 / -8.1 eV
**Gap between HOMO and LUMO (alpha / beta)**: 6.6 / 8.4 eV

```
! wB97M-V def2-TZVPD RIJCOSX def2/J DEFGRID3
* xyz 0 1
N 0.322 -1.334 0.447
N 0.175 -0.382 1.306
P -0.432 2.255 -0.544
Br -2.458 2.326 -1.403
Br 0.546 1.006 -2.136
H -0.406 -2.048 0.487
H 1.210 -1.779 0.167
H 1.044 -0.044 1.675
*
```



two:
Molecular formula: Br2H3N2P
Method: DFT, wB97M-V/def2-TZVPD

**Molecular weight**: 221.82 g mol⁻¹
**HOMO**: -9.1 eV
**Structure (SMILES)**: NNP(Br)Br
**Gap between HOMO and LUMO**: 9.0 eV

```
! wB97M-V def2-TZVPD RIJCOSX def2/J DEFGRID3
* xyz 0 1
N -1.502 0.277 0.151
N -0.388 -0.488 0.294
P 1.123 0.062 -0.766
Br 2.375 -1.600 0.090
Br 1.684 1.750 0.488
H -1.190 1.007 0.655
H -1.635 0.480 -0.867
H -0.467 -1.488 -0.045
*
```



It is one that is the least stable of them.